(1)
The following is a quantum chemistry calculation of C87H56F9O37S3Tl as an isolated structure at a distorted geometry, from OMol25.

Its electronic energy is -228520.4601 eV. The calculation puts the HOMO energy at -10.154 eV.

ORCA input file:
```
! wB97M-V def2-TZVPD RIJCOSX def2/J DEFGRID3
* xyz 0 1
Tl -1.97 2.18 0.52
C 1.50 -0.09 1.09
F 1.38 0.22 2.41
F 1.90 0.98 0.44
F 2.53 -0.95 0.97
S -0.08 -0.77 0.39
O 0.12 -0.75 -1.04
O -0.23 -2.04 1.01
O -0.99 0.25 0.92
C -0.78 6.61 1.29
F 0.44 5.95 1.58
F -0.75 7.78 1.97
F -0.81 6.78 -0.09
S -2.24 5.58 1.73
O -1.88 5.07 3.06
O -3.25 6.55 1.56
O -2.16 4.66 0.62
C -5.75 2.07 -1.93
F -5.21 0.86 -2.26
F -6.13 2.70 -3.00
F -6.84 1.79 -1.18
S -4.58 3.19 -1.17
O -5.37 4.27 -0.68
O -4.08 2.34 0.01
O -3.53 3.53 -2.10
C 6.19 0.37 0.48
C 5.17 0.85 -0.23
C 5.05 2.30 -0.45
O 3.95 2.77 -0.60
C 6.25 3.09 -0.50
C 7.30 2.65 0.17
C 7.33 1.27 0.76
O 8.28 0.93 1.46
H 6.16 -0.61 0.85
H 4.25 0.28 -0.37
H 6.24 3.98 -1.11
H 8.15 3.29 0.29
C -0.85 -1.59 -8.21
C -0.82 -1.60 -9.53
C -0.09 -0.54 -10.32
O 0.17 -0.73 -11.48
C 0.39 0.63 -9.63
C 0.35 0.65 -8.29
C -0.37 -0.36 -7.52
O -0.59 -0.18 -6.34
H -1.42 -2.33 -7.62
H -1.17 -2.43 -10.19
H 0.71 1.48 -10.25
H 0.68 1.50 -7.73
C -1.41 -6.26 3.03
C -2.57 -5.85 2.49
C -3.64 -5.57 3.46
O -4.70 -5.15 3.06
C -3.50 -5.80 4.89
C -2.30 -6.04 5.44
C -1.16 -6.34 4.55
O -0.07 -6.63 4.98
H -0.52 -6.45 2.39
H -2.67 -5.72 1.40
H -4.39 -5.64 5.48
H -2.14 -6.03 6.50
C 2.23 3.67 1.86
C 3.01 4.20 2.75
C 2.50 4.38 4.20
O 3.26 4.85 5.02
C 1.21 3.71 4.54
C 0.37 3.21 3.58
C 0.83 3.32 2.21
O 0.11 2.91 1.29
H 2.56 3.42 0.87
H 4.01 4.53 2.57
H 1.00 3.66 5.59
H -0.65 2.99 3.81
C 5.48 -4.68 -0.28
C 5.70 -5.80 0.35
C 5.79 -5.93 1.85
O 6.23 -6.88 2.46
C 5.31 -4.76 2.64
C 4.91 -3.65 2.02
C 5.05 -3.47 0.58
O 4.79 -2.46 -0.04
H 5.54 -4.35 -1.34
H 6.11 -6.66 -0.17
H 5.19 -4.92 3.65
H 4.50 -2.81 2.55
C -5.51 4.19 3.51
C -4.58 3.57 2.79
C -3.55 2.64 3.28
O -2.66 2.09 2.62
C -3.56 2.36 4.76
C -4.40 3.09 5.50
C -5.33 4.19 4.98
O -5.71 5.03 5.75
H -6.09 4.96 3.03
H -4.50 3.73 1.67
H -3.03 1.47 5.11
H -4.36 2.88 6.56
C -6.99 -0.78 1.94
C -7.41 -1.64 1.01
C -6.45 -2.58 0.31
O -6.90 -3.25 -0.59
C -5.04 -2.61 0.89
C -4.66 -1.73 1.75
C -5.54 -0.67 2.27
O -5.09 0.29 2.82
H -7.47 0.05 2.52
H -8.39 -1.56 0.72
H -4.29 -3.39 0.38
H -3.64 -1.65 2.11
C 1.99 -3.97 4.32
C 0.85 -3.33 4.06
C 0.46 -2.26 5.04
O -0.59 -1.66 4.79
C 1.18 -2.04 6.24
C 2.28 -2.70 6.54
C 2.82 -3.68 5.57
O 3.79 -4.30 5.87
H 2.36 -4.88 3.77
H 0.15 -3.57 3.27
H 0.82 -1.15 6.84
H 2.92 -2.49 7.36
C -4.64 3.51 -6.34
C -3.34 3.86 -6.16
C -3.00 5.24 -5.77
O -1.85 5.62 -5.52
C -4.11 6.21 -5.65
C -5.39 5.85 -5.80
C -5.75 4.46 -6.06
O -6.90 4.07 -5.99
H -4.92 2.46 -6.62
H -2.50 3.24 -6.39
H -3.74 7.18 -5.37
H -6.28 6.47 -5.78
C 0.31 -6.70 -1.42
C 1.29 -6.75 -0.51
C 1.50 -5.68 0.48
O 2.11 -5.94 1.52
C 0.74 -4.41 0.36
C -0.30 -4.40 -0.48
C -0.66 -5.58 -1.35
O -1.57 -5.60 -2.13
H 0.12 -7.49 -2.15
H 2.07 -7.48 -0.33
H 0.99 -3.57 1.01
H -0.82 -3.52 -0.67
C 2.99 -2.72 -5.33
C 3.99 -2.14 -4.71
C 3.71 -1.18 -3.61
O 4.55 -0.34 -3.33
C 2.31 -1.22 -3.06
C 1.34 -1.89 -3.59
C 1.62 -2.70 -4.81
O 0.77 -3.32 -5.42
H 3.03 -3.19 -6.31
H 5.05 -2.15 -5.02
H 2.16 -0.60 -2.15
H 0.36 -1.76 -3.26
C 5.74 0.76 4.47
C 6.60 1.59 4.98
C 6.01 2.72 5.66
O 6.59 3.80 5.80
C 4.62 2.66 6.14
C 3.82 1.70 5.74
C 4.32 0.61 4.97
O 3.64 -0.35 4.59
H 5.99 0.04 3.73
H 7.63 1.59 4.83
H 4.32 3.43 6.83
H 2.81 1.64 6.12
C 2.28 2.83 -2.81
C 1.09 2.19 -2.63
C 0.11 2.72 -1.75
O -0.72 1.95 -1.27
C 0.08 4.11 -1.46
C 1.18 4.82 -1.57
C 2.39 4.21 -2.28
O 3.27 4.98 -2.63
H 3.10 2.60 -3.51
H 0.94 1.33 -3.24
H -0.77 4.63 -1.04
H 1.34 5.78 -1.24
C -2.84 -2.76 -3.05
C -2.78 -1.91 -1.99
C -2.75 -0.48 -2.24
O -2.65 0.26 -1.30
C -2.82 0.05 -3.62
C -2.97 -0.77 -4.67
C -2.87 -2.26 -4.48
O -2.89 -3.06 -5.41
H -2.82 -3.86 -2.98
H -2.79 -2.20 -0.94
H -2.89 1.13 -3.64
H -2.90 -0.45 -5.75
*
```

Mulliken population analysis, charges in e, atoms 1 to 99: number 1, Tl, carries 4.07; number 2, C, carries -0.47; number 3, F, carries -0.23; number 4, F, carries 0.38; number 5, F, carries 0.08; number 6, S, carries -0.30; number 7, O, carries 0.34; number 8, O, carries -0.29; number 9, O, carries -0.92; number 10, C, carries 0.50; number 11, F, carries -0.13; number 12, F, carries -0.22; number 13, F, carries -0.22; number 14, S, carries 1.05; number 15, O, carries -0.68; number 16, O, carries -0.63; number 17, O, carries -0.58; number 18, C, carries 0.30; number 19, F, carries -0.11; number 20, F, carries -0.19; number 21, F, carries -0.21; number 22, S, carries 1.27; number 23, O, carries -0.70; number 24, O, carries -0.96; number 25, O, carries -0.44; number 26, C, carries -1.12; number 27, C, carries 0.61; number 28, C, carries -0.29; number 29, O, carries -0.26; number 30, C, carries -0.76; number 31, C, carries -0.55; number 32, C, carries 0.22; number 33, O, carries -0.60; number 34, H, carries 0.95; number 35, H, carries 0.45; number 36, H, carries 0.54; number 37, H, carries 0.48; number 38, C, carries -0.28; number 39, C, carries -0.42; number 40, C, carries 0.43; number 41, O, carries -0.54; number 42, C, carries -0.33; number 43, C, carries -0.54; number 44, C, carries 0.27; number 45, O, carries -0.29; number 46, H, carries 0.45; number 47, H, carries 0.38; number 48, H, carries 0.40; number 49, H, carries 0.48; number 50, C, carries -0.48; number 51, C, carries 0.15; number 52, C, carries 0.46; number 53, O, carries -0.58; number 54, C, carries -0.55; number 55, C, carries -0.52; number 56, C, carries 0.32; number 57, O, carries -0.58; number 58, H, carries 0.33; number 59, H, carries 0.49; number 60, H, carries 0.44; number 61, H, carries 0.48; number 62, C, carries 0.84; number 63, C, carries -0.66; number 64, C, carries -0.03; number 65, O, carries -0.65; number 66, C, carries -1.09; number 67, C, carries -0.20; number 68, C, carries 0.11; number 69, O, carries 0.43; number 70, H, carries -0.26; number 71, H, carries 0.69; number 72, H, carries 0.72; number 73, H, carries -0.03; number 74, C, carries -0.36; number 75, C, carries -0.64; number 76, C, carries 0.29; number 77, O, carries -0.56; number 78, C, carries -0.60; number 79, C, carries -0.24; number 80, C, carries -0.05; number 81, O, carries -0.35; number 82, H, carries 0.45; number 83, H, carries 0.44; number 84, H, carries 0.75; number 85, H, carries 0.88; number 86, C, carries -0.59; number 87, C, carries 0.42; number 88, C, carries 0.70; number 89, O, carries -0.65; number 90, C, carries -0.82; number 91, C, carries -0.50; number 92, C, carries 0.13; number 93, O, carries -0.53; number 94, H, carries 0.53; number 95, H, carries -0.29; number 96, H, carries 0.57; number 97, H, carries 0.45; number 98, C, carries -0.37; number 99, C, carries -0.54


(2)
The following is a quantum chemistry calculation of C87H62BrF4NaP4Si as an isolated structure at a distorted geometry, from OMol25.

As for the energy above the lowest of the compared OMol25 structures with the same formula, charge and spin: 74.6 kJ/mol. Its electronic energy is -221582.3317 eV. The calculation puts the HOMO energy at -0.573 eV.

ORCA input file:
```
! wB97M-V def2-TZVPD RIJCOSX def2/J DEFGRID3
* xyz -2 1
Na 0.54 -0.59 -1.37
C -4.53 0.70 1.57
C -3.39 1.46 0.99
C -2.15 0.63 0.61
C -2.00 -0.68 1.34
C -3.03 -1.15 2.07
C -4.31 -0.46 2.19
P -0.85 -1.84 0.46
C -2.17 -2.91 -0.29
C -3.33 -2.35 -0.84
C -4.26 -3.11 -1.53
C -4.07 -4.48 -1.67
C -2.93 -5.06 -1.13
C -1.98 -4.29 -0.48
C -0.13 -3.08 1.59
C -0.88 -3.88 2.44
C -0.26 -4.73 3.35
C 1.13 -4.77 3.40
C 1.88 -4.04 2.50
C 1.27 -3.20 1.57
Si 2.21 -2.25 0.17
C 3.25 -3.70 -0.58
C 4.28 -4.43 0.01
C 5.01 -5.37 -0.70
C 4.72 -5.61 -2.04
C 3.70 -4.91 -2.65
C 2.97 -3.97 -1.92
P 1.58 -3.09 -2.72
C 0.54 -4.51 -3.18
C 0.54 -5.68 -2.42
C -0.35 -6.71 -2.70
C -1.27 -6.58 -3.72
C -1.32 -5.40 -4.45
C -0.43 -4.37 -4.18
C 2.41 -2.64 -4.30
C 2.22 -3.21 -5.55
C 2.87 -2.69 -6.66
C 3.72 -1.60 -6.54
C 3.93 -1.04 -5.29
C 3.28 -1.55 -4.18
C 3.48 -1.23 1.17
C 4.88 -1.27 1.10
C 5.65 -0.35 1.80
C 5.04 0.62 2.58
C 3.65 0.69 2.65
C 2.87 -0.21 1.93
P 1.02 -0.28 2.01
C 0.93 -0.94 3.75
C 2.04 -1.45 4.43
C 1.94 -1.92 5.73
C 0.72 -1.91 6.38
C -0.39 -1.42 5.72
C -0.29 -0.95 4.42
C 0.63 1.50 2.35
C 0.90 1.93 3.74
C 1.48 3.10 4.03
C 2.15 3.87 3.02
C 2.16 3.45 1.74
C 1.26 2.40 1.27
H -5.51 1.16 1.56
H -3.10 2.21 1.74
H -2.37 0.25 -0.42
H -2.98 -2.14 2.49
H -5.11 -0.99 2.69
H -3.52 -1.29 -0.73
H -5.13 -2.63 -1.96
H -4.80 -5.08 -2.19
H -2.78 -6.13 -1.22
H -1.09 -4.76 -0.09
H -1.96 -3.89 2.38
H -0.85 -5.35 4.00
H 1.62 -5.38 4.15
H 2.96 -4.10 2.54
H 4.54 -4.26 1.05
H 5.80 -5.93 -0.21
H 5.30 -6.34 -2.60
H 3.46 -5.09 -3.70
H 1.25 -5.78 -1.61
H -0.33 -7.61 -2.09
H -1.97 -7.38 -3.94
H -2.05 -5.28 -5.24
H -0.49 -3.44 -4.73
H 1.56 -4.06 -5.67
H 2.71 -3.13 -7.64
H 4.20 -1.18 -7.41
H 4.59 -0.19 -5.18
H 3.43 -1.11 -3.20
H 5.36 -2.03 0.49
H 6.73 -0.40 1.74
H 5.64 1.34 3.13
H 3.19 1.44 3.28
H 3.01 -1.48 3.95
H 2.82 -2.31 6.23
H 0.64 -2.27 7.40
H -1.35 -1.38 6.23
H -1.17 -0.57 3.93
H 0.61 1.27 4.54
H 1.59 3.40 5.07
H 2.77 4.70 3.33
H 2.88 3.85 1.03
H 1.59 1.90 0.36
F -3.63 1.34 -7.50
C -3.10 1.45 -6.27
C -3.49 2.48 -5.43
F -4.39 3.37 -5.87
C -2.93 2.59 -4.17
F -3.36 3.63 -3.42
C -1.92 1.77 -3.71
P -1.07 1.52 -1.70
C 0.31 2.59 -2.35
C 1.62 2.13 -2.22
C 2.69 2.85 -2.73
C 2.48 4.05 -3.38
C 1.18 4.51 -3.54
C 0.11 3.78 -3.05
C -2.09 2.62 -0.62
C -3.57 2.22 -0.32
C -4.54 3.36 -0.23
C -4.20 4.63 -0.46
C -2.84 4.97 -0.82
C -1.87 4.05 -0.83
C -1.57 0.75 -4.58
Br -0.13 -0.44 -4.14
C -2.13 0.58 -5.84
F -1.73 -0.41 -6.66
H 1.82 1.19 -1.73
H 3.70 2.46 -2.62
H 3.31 4.63 -3.75
H 0.99 5.44 -4.06
H -0.89 4.15 -3.21
H -3.94 1.51 -1.07
H -5.55 3.09 0.05
H -4.93 5.43 -0.38
H -2.60 6.00 -1.04
H -0.87 4.36 -1.04
C -1.09 1.74 0.28
C -0.27 2.40 1.45
C -0.87 3.61 2.16
C -0.74 4.96 1.67
C 0.27 5.45 0.80
C 0.37 6.79 0.45
C -0.55 7.73 0.91
C -1.62 7.26 1.68
C -1.72 5.94 2.03
C -1.45 3.40 3.46
C -1.47 4.41 4.47
C -1.91 4.17 5.75
C -2.35 2.90 6.14
C -2.33 1.90 5.19
C -1.90 2.13 3.90
H 0.98 4.77 0.37
H 1.17 7.10 -0.20
H -0.46 8.77 0.65
H -2.40 7.96 1.98
H -2.60 5.60 2.55
H -1.06 5.38 4.24
H -1.87 4.97 6.48
H -2.67 2.71 7.16
H -2.65 0.89 5.47
H -1.90 1.30 3.21
*
```

Mulliken population analysis, charges in e, atoms 1 to 99: number 1, Na, carries 0.84; number 2, C, carries -1.08; number 3, C, carries 1.03; number 4, C, carries -0.59; number 5, C, carries 0.97; number 6, C, carries 0.49; number 7, C, carries -1.53; number 8, P, carries 2.10; number 9, C, carries 0.33; number 10, C, carries -0.69; number 11, C, carries -1.16; number 12, C, carries -0.73; number 13, C, carries -0.92; number 14, C, carries -0.06; number 15, C, carries 0.53; number 16, C, carries 0.00; number 17, C, carries -1.30; number 18, C, carries -0.93; number 19, C, carries 0.13; number 20, C, carries 0.61; number 21, Si, carries 1.28; number 22, C, carries 0.58; number 23, C, carries 0.06; number 24, C, carries -0.96; number 25, C, carries -0.86; number 26, C, carries -0.29; number 27, C, carries -0.86; number 28, P, carries 1.95; number 29, C, carries 0.14; number 30, C, carries -0.79; number 31, C, carries -0.56; number 32, C, carries -0.64; number 33, C, carries -0.83; number 34, C, carries -0.68; number 35, C, carries 0.39; number 36, C, carries -0.11; number 37, C, carries -0.78; number 38, C, carries -0.60; number 39, C, carries -0.69; number 40, C, carries -0.56; number 41, C, carries 0.51; number 42, C, carries -0.70; number 43, C, carries -0.92; number 44, C, carries -1.30; number 45, C, carries -0.06; number 46, C, carries -1.14; number 47, P, carries 0.51; number 48, C, carries 0.78; number 49, C, carries -0.71; number 50, C, carries -0.77; number 51, C, carries -0.92; number 52, C, carries -0.96; number 53, C, carries 0.41; number 54, C, carries 0.46; number 55, C, carries 0.52; number 56, C, carries -0.98; number 57, C, carries -1.20; number 58, C, carries -1.69; number 59, C, carries 0.48; number 60, H, carries 0.36; number 61, H, carries -0.53; number 62, H, carries -0.14; number 63, H, carries -0.01; number 64, H, carries 0.42; number 65, H, carries 0.17; number 66, H, carries 0.49; number 67, H, carries 0.36; number 68, H, carries 0.47; number 69, H, carries 0.37; number 70, H, carries 0.38; number 71, H, carries 0.34; number 72, H, carries 0.36; number 73, H, carries 0.16; number 74, H, carries 0.37; number 75, H, carries 0.39; number 76, H, carries 0.39; number 77, H, carries 0.35; number 78, H, carries 0.35; number 79, H, carries 0.39; number 80, H, carries 0.37; number 81, H, carries 0.41; number 82, H, carries 0.57; number 83, H, carries 0.52; number 84, H, carries 0.40; number 85, H, carries 0.36; number 86, H, carries 0.42; number 87, H, carries 0.23; number 88, H, carries 0.47; number 89, H, carries 0.36; number 90, H, carries 0.43; number 91, H, carries 0.58; number 92, H, carries 0.24; number 93, H, carries 0.39; number 94, H, carries 0.31; number 95, H, carries 0.40; number 96, H, carries -0.04; number 97, H, carries -0.19; number 98, H, carries 0.21; number 99, H, carries 0.33


(3)
The following is a quantum chemistry calculation of C8Cl5N3OTa as an isolated structure, from OMol25.

Its electronic energy is -78968.9465 eV. The calculation puts the HOMO energy at -13.217 eV.

ORCA input file:
```
! wB97M-V def2-TZVPD RIJCOSX def2/J DEFGRID3
* xyz 1 1
Ta -1.43 -0.45 0.05
Cl 0.57 2.31 2.04
C 0.17 0.79 2.75
C -0.47 -0.15 1.96
C -0.79 -1.35 2.54
Cl -1.68 -2.50 1.44
C -0.53 -1.71 3.85
Cl -0.99 -3.23 4.46
C 0.13 -0.75 4.62
Cl 0.51 -1.11 6.24
C 0.49 0.50 4.07
Cl 1.29 1.65 5.04
O -2.91 0.36 -0.05
N 1.71 -1.85 -5.78
C 1.08 -1.56 -4.85
N 0.35 -1.23 -3.82
C -0.11 -1.10 -2.74
N -0.60 -0.94 -1.63
*
```

How is the electron density shared among the atoms? According to Mulliken, the charges in e are: number 1, Ta, carries 1.36; number 2, Cl, carries -0.18; number 3, C, carries 1.12; number 4, C, carries -0.89; number 5, C, carries 1.13; number 6, Cl, carries -0.26; number 7, C, carries -0.90; number 8, Cl, carries -0.14; number 9, C, carries 0.84; number 10, Cl, carries -0.12; number 11, C, carries -0.31; number 12, Cl, carries -0.11; number 13, O, carries -0.58; number 14, N, carries -0.29; number 15, C, carries 0.43; number 16, N, carries -0.16; number 17, C, carries 0.66; number 18, N, carries -0.60